This record from the OMol25 dataset describes 3 unconnected molecules or ions with the total composition C14H31F2N2O10P2. The level of theory is ωB97M-V/def2-TZVPD.

Results
Kohn-Sham gap ... 5.851 eV
Energy ... -2296.50261 Eh
Net charge ... -1
HOMO level ... -3.5989 eV

Cartesian coordinates (Å):
P: 6.817394 3.041991 0.972901
P: -6.502589 -3.799503 -0.984812
F: -1.335563 -0.633289 -2.852093
F: 1.336327 1.606405 -1.069907
O: 1.733266 -0.077280 -2.391590
O: 5.908133 3.388215 2.304376
O: -2.084884 0.686348 -1.291485
O: -6.286225 -3.328092 -2.524189
O: -6.309102 -4.675711 0.202427
O: -6.635378 -2.285496 -0.362226
O: 7.715038 1.789144 1.506356
O: 7.823531 4.139547 0.924476
O: 5.797723 1.946982 0.351527
O: -8.052249 -4.129127 -1.388534
N: -0.048351 -0.261271 -0.870747
N: 0.144767 -1.648582 -0.593966
C: 5.607844 4.729852 2.662805
C: 4.493690 5.328267 1.825014
C: -3.878684 -3.105146 -2.920534
C: 9.120193 1.896053 1.689553
C: -5.235925 -2.433136 -2.905683
C: -8.802044 -5.131702 -0.717460
C: -5.862906 -1.884706 0.768556
C: 9.450955 2.348747 3.097144
C: -4.433763 -1.550026 0.394834
C: 1.056441 0.346099 -1.518024
C: -9.543448 -4.551187 0.469522
C: 4.282993 3.094729 -1.180505
C: -1.203525 -0.033817 -1.647104
C: 4.427154 2.247637 0.065765
H: -3.856544 -1.274638 1.277015
H: 9.533731 0.898439 1.524830
H: -4.399330 -0.710108 -0.299587
H: 9.073883 1.628584 3.824791
H: 3.930336 1.290942 -0.093546
H: -9.524687 -5.518881 -1.440317
H: 3.563263 4.776368 1.962784
H: -3.942445 -2.399476 -0.084706
H: -3.099795 -2.390234 -3.182720
H: -8.858250 -4.083703 1.176677
H: -5.887637 -2.639049 1.557120
H: -3.864931 -3.917561 -3.649349
H: 4.851731 4.027295 -1.094211
H: 3.236233 3.334254 -1.359134
H: 4.743965 5.301095 0.762188
H: 4.668242 2.560312 -2.049194
H: 5.296511 4.706202 3.709159
H: -5.238985 -1.542430 -2.279570
H: -10.104655 -5.329550 0.990482
H: -10.240230 -3.778720 0.139993
H: 3.937431 2.700604 0.926228
H: -3.641266 -3.538952 -1.945703
H: 8.986976 3.308284 3.326371
H: 6.497930 5.360549 2.617451
H: -8.169445 -5.968524 -0.423921
H: -6.348313 -0.995622 1.176744
H: 10.530854 2.444133 3.226425
H: 0.426152 -2.131881 -1.452971
H: 9.567644 2.550767 0.942620
H: 4.313916 6.365560 2.111420
H: -5.483099 -2.096001 -3.913764

Cartesian forces, eV/Å:
P 1.24 -2.79 5.61
P -5.61 2.68 1.26
F 0.53 -0.52 0.08
F -0.36 0.03 0.33
O 0.52 -0.24 0.05
O -0.14 0.08 -1.14
O -0.52 -0.09 -0.29
O 1.65 -1.30 0.92
O 2.55 -0.55 -1.52
O 0.68 -0.66 -0.56
O -0.12 0.07 -0.60
O -1.45 0.45 -2.64
O 0.51 1.90 -1.26
O 0.43 -0.26 -0.36
N 0.95 0.27 -1.34
N -0.36 -0.88 0.46
C -0.02 0.45 0.31
C -0.06 -0.16 -0.05
C -0.12 -0.20 -0.03
C 0.22 -0.02 0.20
C 0.66 0.30 -0.39
C -0.23 -0.04 0.16
C 0.27 0.25 0.53
C -0.07 0.05 0.14
C -0.10 0.04 -0.17
C -0.38 -0.12 -0.39
C -0.02 0.13 0.09
C 0.21 0.05 -0.06
C -0.47 1.20 1.33
C -0.75 0.01 -0.47
H 0.03 -0.05 0.00
H -0.16 -0.05 -0.02
H 0.06 0.02 0.02
H 0.04 -0.05 -0.03
H 0.24 -0.09 0.03
H 0.06 0.11 -0.10
H 0.00 -0.01 0.00
H 0.07 0.00 0.15
H 0.02 0.02 0.10
H 0.10 -0.12 -0.01
H -0.08 -0.21 -0.19
H -0.02 0.01 -0.01
H -0.07 0.01 0.04
H -0.01 -0.02 0.02
H 0.04 0.10 0.03
H -0.05 -0.03 0.00
H 0.02 -0.17 -0.01
H -0.09 -0.14 0.23
H -0.01 0.00 -0.01
H -0.03 -0.04 -0.04
H 0.26 0.11 0.11
H 0.08 0.11 0.00
H 0.04 0.06 -0.13
H 0.10 -0.14 -0.16
H 0.11 0.10 0.09
H -0.14 -0.02 -0.17
H 0.00 -0.01 0.00
H 0.01 0.35 -0.24
H -0.11 0.13 0.04
H 0.06 0.01 0.00
H -0.20 -0.16 0.03

For each atom in turn, the natural (NBO) charge in e is: number 1, P, carries 2.460; number 2, P, carries 2.464; number 3, F, carries -0.351; number 4, F, carries -0.367; number 5, O, carries -0.564; number 6, O, carries -0.810; number 7, O, carries -0.579; number 8, O, carries -0.746; number 9, O, carries -1.036; number 10, O, carries -0.818; number 11, O, carries -0.811; number 12, O, carries -1.043; number 13, O, carries -0.736; number 14, O, carries -0.816; number 15, N, carries -0.443; number 16, N, carries -0.875; number 17, C, carries -0.062; number 18, C, carries -0.635; number 19, C, carries -0.640; number 20, C, carries -0.056; number 21, C, carries -0.075; number 22, C, carries -0.055; number 23, C, carries -0.064; number 24, C, carries -0.630; number 25, C, carries -0.638; number 26, C, carries 0.958; number 27, C, carries -0.630; number 28, C, carries -0.635; number 29, C, carries 0.961; number 30, C, carries -0.078; number 31, H, carries 0.229; number 32, H, carries 0.173; number 33, H, carries 0.220; number 34, H, carries 0.207; number 35, H, carries 0.218; number 36, H, carries 0.168; number 37, H, carries 0.212; number 38, H, carries 0.205; number 39, H, carries 0.247; number 40, H, carries 0.219; number 41, H, carries 0.186; number 42, H, carries 0.205; number 43, H, carries 0.187; number 44, H, carries 0.240; number 45, H, carries 0.203; number 46, H, carries 0.220; number 47, H, carries 0.180; number 48, H, carries 0.198; number 49, H, carries 0.201; number 50, H, carries 0.204; number 51, H, carries 0.187; number 52, H, carries 0.209; number 53, H, carries 0.215; number 54, H, carries 0.187; number 55, H, carries 0.190; number 56, H, carries 0.176; number 57, H, carries 0.202; number 58, H, carries 0.272; number 59, H, carries 0.188; number 60, H, carries 0.214; number 61, H, carries 0.188